Formula: C5H9OP
Source: the OMol25 dataset
Level of theory: ωB97M-V/def2-TZVPD

Properties
E_tot: -612.21809 Ha
Kohn-Sham gap (alpha / beta): 7.6 / 7.6 eV
Max |F|: 3.72 eV/A
Relative energy (zero: lowest compared OMol25 entry of this formula, charge and spin): 732.0 kJ/mol
LUMO level (alpha / beta): -1.212 / -1.210 eV

Geometry as ORCA input:
```
! wB97M-V def2-TZVPD RIJCOSX def2/J DEFGRID3
* xyz 0 1
C -3.086 1.291 -0.714
C -2.258 0.615 -0.169
C 2.081 0.967 -0.903
C 0.768 0.133 0.960
C -0.486 -0.762 0.999
O 1.156 0.006 -0.442
P -0.775 -1.798 -0.425
H -3.986 1.678 -1.107
H 2.677 0.395 -1.631
H 2.735 1.149 -0.055
H 1.604 1.866 -1.236
H 1.655 -0.237 1.538
H 0.461 1.158 1.244
H -1.010 -0.897 1.985
H -1.687 -2.827 0.199
H 0.152 -2.735 -0.242
*
```